[1]
{
  "formula": "C8H20O2",
  "method": "ωB97M-V with the def2-TZVPD basis set",
  "species": ["C", "C", "C", "C", "O", "H", "H", "H", "H", "H", "H", "H", "H", "H", "H", "C", "C", "C", "C", "O", "H", "H", "H", "H", "H", "H", "H", "H", "H", "H"],
  "coordinates": [[-0.01072, -0.12982, 2.41500], [-1.15158, -0.19844, 3.37809], [0.84577, -1.16431, 2.16039], [-2.09444, -0.89337, 0.27898], [0.22683, 1.06313, 1.81667], [-0.48601, 1.68362, 2.01250], [-1.35602, -1.22450, 3.66429], [-0.88970, 0.36300, 4.27827], [-2.05860, 0.23131, 2.95064], [0.72001, -1.29763, 0.46588], [0.76473, -2.04890, 2.77047], [1.86660, -0.91567, 1.89973], [-2.26020, -1.54450, 1.12835], [-2.33854, 0.13875, 0.51668], [-2.77394, -1.21233, -0.50779], [0.61118, 0.73595, -1.78646], [1.47631, -0.40562, -1.23063], [1.48609, 1.91511, -2.20450], [-0.23402, 0.23185, -2.95435], [0.72058, -1.44381, -0.66212], [-1.06332, -1.06220, -0.19366], [-0.05415, 1.06842, -0.98066], [2.17876, 0.01157, -0.49133], [2.06868, -0.84255, -2.04364], [0.87546, 2.72294, -2.60650], [-0.75921, -0.68004, -2.67703], [2.04370, 2.30463, -1.35310], [2.19936, 1.61000, -2.97048], [-0.95867, 0.98322, -3.26674], [0.40507, 0.00021, -3.80695]],
  "forces_ev_per_a": [[1.02, -0.81, -0.14], [-0.10, 0.08, -0.30], [-0.17, 1.36, 1.55], [0.84, -0.60, -1.38], [-0.15, -0.16, 0.22], [0.05, -0.07, -0.02], [0.01, -0.07, -0.01], [0.02, 0.03, -0.04], [-0.04, 0.02, 0.03], [-0.07, -0.67, -3.96], [-0.31, -0.23, -0.17], [0.00, 0.06, -0.60], [0.09, -0.06, 0.21], [0.24, 0.11, 0.04], [-0.35, 0.01, -0.01], [0.11, -0.16, -0.06], [0.12, 0.41, 0.06], [-0.14, -0.16, 0.15], [0.08, 0.05, 0.22], [0.25, 0.19, 3.59], [-1.63, 0.59, 1.06], [0.04, -0.08, -0.01], [0.01, -0.04, -0.13], [0.06, 0.12, -0.05], [0.01, 0.05, -0.07], [-0.11, -0.02, 0.00], [0.07, 0.05, 0.03], [0.07, 0.01, -0.08], [-0.07, 0.00, -0.05], [0.06, -0.01, -0.09]],
  "lowdin_charge": [-0.444, -0.034, 0.003, -0.046, 0.058, 0.116, 0.089, 0.096, 0.078, 0.093, 0.078, 0.087, 0.018, 0.020, 0.020, -0.430, -0.284, -0.082, -0.075, -0.189, 0.026, 0.117, 0.113, 0.123, 0.075, 0.069, 0.072, 0.079, 0.075, 0.079],
  "smiles": "C=C(C)O.CC(C)CO.C",
  "total_energy_ev": -12713.713,
  "gap_ev": 9.57,
  "e_lumo_ev": 0.533,
  "e_above_lowest_kj_mol": 219.35
}


[2]
{
  "formula": "C26H26BBr2FHgO3",
  "method": "ωB97M-V with the def2-TZVPD basis set",
  "species": ["C", "C", "B", "O", "C", "C", "C", "C", "C", "C", "C", "C", "C", "C", "C", "C", "C", "C", "C", "C", "O", "C", "C", "C", "F", "C", "C", "Br", "C", "C", "Br", "C", "O", "H", "H", "H", "H", "H", "H", "H", "H", "H", "H", "H", "H", "H", "H", "H", "H", "H", "H", "H", "H", "H", "H", "H", "H", "H", "H", "Hg"],
  "coordinates": [[-4.72509, 2.22500, -2.68376], [-3.69195, 3.38617, -2.50584], [-2.94867, 3.23105, -1.12451], [-3.14731, 4.13267, -0.11153], [-1.95480, 2.03307, -0.75861], [-0.62035, 2.14565, -1.10992], [0.32592, 1.17587, -0.81408], [1.80184, 1.34639, -1.18298], [2.48982, 1.83801, 0.09654], [1.80134, 2.62512, 0.98918], [2.42839, 3.07083, 2.23884], [3.77584, 2.68619, 2.56995], [4.42722, 1.90863, 1.65956], [3.80886, 1.48658, 0.44615], [4.64232, 0.61176, -0.44833], [-0.10790, 0.01236, -0.14330], [-1.44207, -0.11796, 0.23173], [-2.38224, 0.86641, -0.07613], [-3.82476, 0.65548, 0.32242], [-1.77851, -1.40338, 0.99490], [-2.61954, -1.47022, 1.85956], [-0.97890, -2.62477, 0.54605], [-1.73089, -3.94805, 0.61204], [-1.70402, -4.41196, 2.11178], [-2.92091, -4.20673, 2.73189], [0.28960, -2.49830, 0.13509], [1.09312, -3.66087, -0.35582], [0.51765, -4.36618, -2.06149], [2.14886, -4.20033, 0.26866], [2.87738, -5.36805, -0.37866], [2.73176, -3.49711, 1.94633], [0.87733, -1.10414, 0.18775], [2.02919, -0.85939, 0.49245], [-4.19447, 1.26174, -2.73768], [-5.28451, 2.32760, -3.61955], [-5.42786, 2.22287, -1.84159], [-3.01027, 3.39666, -3.37223], [-4.27015, 4.32481, -2.55564], [-3.46396, 4.97195, -0.47171], [-0.26887, 3.03166, -1.64765], [1.92187, 2.06954, -1.99878], [2.15627, 0.34565, -1.44312], [0.77303, 2.94744, 0.82294], [1.87916, 3.67038, 2.97047], [4.22856, 2.98798, 3.51347], [5.44895, 1.62535, 1.91462], [4.63546, -0.44013, -0.11922], [4.34337, 0.70978, -1.49608], [5.69293, 0.93794, -0.38698], [-4.46368, 1.52441, 0.13913], [-4.20433, -0.21853, -0.23067], [-3.90882, 0.40116, 1.38571], [-1.28859, -4.71050, -0.02804], [-2.78961, -3.75742, 0.38987], [-0.96204, -3.82208, 2.67178], [-1.44952, -5.47583, 2.18864], [3.79808, -5.63456, 0.15171], [3.15614, -5.14378, -1.41492], [2.21774, -6.24621, -0.38441], [3.24662, 4.99232, 0.91405]],
  "forces_ev_per_a": [[0.56, 0.03, -0.04], [-0.34, -0.12, -0.33], [-0.34, 0.24, 0.13], [0.71, 0.00, -0.45], [-0.54, -0.19, 0.04], [0.44, 0.35, -0.33], [0.31, -0.35, -0.27], [-0.97, -0.13, 1.07], [0.24, -0.06, -0.21], [-0.08, 0.54, 0.35], [0.75, 1.27, -0.16], [-0.50, -0.08, -0.24], [0.05, -0.16, 0.46], [0.86, -1.03, -0.31], [0.36, 0.74, -0.13], [0.60, -0.19, 0.12], [0.08, -0.61, 0.31], [-0.38, 0.03, 0.44], [0.06, -0.06, 0.09], [0.06, 0.20, -0.29], [0.60, -0.02, -0.60], [-1.03, -0.44, -0.37], [0.06, 0.79, 1.41], [0.25, 0.08, -0.04], [0.10, -0.15, -0.29], [0.38, 0.28, -0.23], [-0.24, 0.77, 0.27], [0.23, 0.41, 0.68], [0.20, -0.42, -0.90], [0.45, 0.03, 0.72], [-0.22, -0.61, -0.57], [-0.58, -0.15, 0.22], [-0.30, -0.08, -0.54], [-0.29, 0.17, 0.16], [0.08, 0.10, 0.25], [0.07, -0.15, -0.30], [-0.11, -0.09, 0.26], [0.34, -0.12, 0.12], [-0.45, -0.14, 0.26], [-0.19, -0.15, 0.05], [0.04, -0.23, 0.09], [0.39, 0.54, -0.20], [0.22, -0.18, -0.03], [-0.24, -0.48, -0.19], [-0.17, -0.03, -0.22], [-0.22, -0.19, -0.44], [-0.31, 0.24, -0.08], [-0.03, -0.33, 0.25], [-0.26, -0.14, 0.04], [0.23, -0.18, -0.15], [-0.11, 0.32, 0.14], [0.08, 0.09, -0.29], [-0.19, 0.21, 0.01], [0.30, -0.28, -0.22], [-0.12, -0.28, -0.09], [-0.13, 0.20, -0.05], [-0.30, 0.11, 0.03], [-0.20, 0.07, 0.24], [0.16, 0.19, -0.02], [-0.43, -0.15, 0.39]],
  "lowdin_charge": [-0.092, -0.133, -0.444, 0.168, -0.010, 0.000, -0.157, -0.040, -0.186, -0.061, -0.123, -0.101, -0.010, -0.154, 0.009, -0.003, -0.014, -0.107, 0.007, -0.228, 0.164, -0.084, -0.069, -0.167, -0.035, -0.175, -0.632, 0.862, -0.694, -0.147, 0.840, -0.239, 0.053, 0.078, 0.083, 0.077, 0.109, 0.106, 0.117, 0.139, 0.144, 0.122, 0.129, 0.116, 0.136, 0.148, 0.123, 0.097, 0.108, 0.082, 0.118, 0.098, 0.076, 0.139, 0.121, 0.127, 0.077, 0.068, 0.091, 1.175],
  "total_energy_ev": -181161.037,
  "gap_ev": 1.98,
  "e_lumo_ev": -11.470,
  "charge": 2
}